Entry from the OMol25 dataset: the molecule C25H24N2O6 (the ωB97M-V functional and the def2-TZVPD basis).

The geometry in ORCA input format:
```
! wB97M-V def2-TZVPD RIJCOSX def2/J DEFGRID3
* xyz 0 1
C -7.0345 -1.8121 0.8214
O -6.5134 -0.6034 0.3305
C -5.1781 -0.3728 0.4644
C -4.2676 -1.2447 1.0390
C -2.9256 -0.9138 1.1307
C -2.4675 0.3038 0.6463
C -1.0679 0.6636 0.7264
C 0.0064 0.0258 1.2831
C 1.1470 0.8270 1.0078
C 2.5167 0.4209 1.3660
O 2.7650 -0.3408 2.2805
N 3.4873 0.9516 0.5714
C 4.8163 0.4040 0.5432
C 4.9443 -0.6821 -0.5681
C 3.8110 -1.6417 -0.4360
C 3.7600 -2.7472 0.3628
N 2.5095 -3.2935 0.3308
C 1.7087 -2.5300 -0.4662
C 0.3590 -2.6490 -0.7719
C -0.1950 -1.7034 -1.6065
C 0.5784 -0.6710 -2.1439
C 1.9168 -0.5495 -1.8485
C 2.5011 -1.4776 -0.9857
C 5.8149 1.5022 0.2565
O 5.5460 2.5528 -0.2631
O 7.0579 1.1545 0.5964
C 0.6822 1.9186 0.3119
C 1.3452 3.1376 -0.2257
O -0.6496 1.8220 0.1509
C -3.3812 1.1878 0.0600
C -4.7204 0.8683 -0.0357
O -5.6778 1.6662 -0.5856
C -5.2894 2.9183 -1.0913
H -6.8754 -1.9123 1.9005
H -8.1036 -1.7745 0.6181
H -6.6002 -2.6775 0.3093
H -4.5959 -2.1969 1.4240
H -2.2354 -1.6091 1.5788
H 0.0236 -0.9000 1.8169
H 3.2246 1.5023 -0.2292
H 5.0114 -0.0541 1.5171
H 5.9039 -1.1864 -0.4545
H 4.9110 -0.1939 -1.5447
H 4.5375 -3.1870 0.9571
H 2.2087 -4.0832 0.8757
H -0.2367 -3.4509 -0.3612
H -1.2459 -1.7553 -1.8490
H 0.1070 0.0455 -2.8008
H 2.5044 0.2499 -2.2780
H 7.6849 1.8612 0.3721
H 1.6911 2.9769 -1.2484
H 2.1944 3.4208 0.3912
H 0.6272 3.9551 -0.2446
H -3.0098 2.1276 -0.3137
H -6.2013 3.3772 -1.4703
H -4.8623 3.5548 -0.3090
H -4.5683 2.8176 -1.9095
*
```

- E_tot: -1528.05199 a.u.
- Orbital gap: 0.2905 hartree
- ΔE to the lowest compared entry with this formula, charge and spin: 29.5 kcal per mole

=====

Entry from the OMol25 dataset: a structure of composition C3H9O3S2Si (the ωB97M-V functional and the def2-TZVPD basis).

The geometry in ORCA input format:
```
! wB97M-V def2-TZVPD RIJCOSX def2/J DEFGRID3
* xyz -1 1
C 1.7748 -1.6547 -0.3035
C -0.6848 1.4916 1.1205
C -1.6838 -0.1544 0.4535
O 0.1853 0.3828 -1.3062
O -2.1466 1.1043 -1.7333
O 1.6597 -0.6099 0.6276
Si 1.0964 0.9467 0.5017
S -1.5510 -1.6310 -2.2504
S -1.2621 0.0552 -1.2455
H 1.0631 -2.5629 0.0459
H 2.6844 -2.1853 -0.4033
H 1.3651 -1.2505 -1.3061
H -1.0754 2.1927 0.4860
H -0.8120 1.5319 2.1629
H -1.4659 -1.0241 1.0506
H -2.7627 -0.0155 0.6491
H 1.7181 2.1436 -0.4019
H 1.8974 1.2395 1.8525
*
```

- E_tot: -1431.28893 a.u.
- Orbital gap: 0.2976 hartree

=====

no.,strongest force on any atom (hartree/bohr),molar mass (g/mol),HOMO level (eV)
1,0.0259,448.5,-7.27
2,0.1205,185.3,-4.66